12
Properties=species:S:1:pos:R:3 method="wB97M-V/def2-TZVPD" total_charge=0 homo_lumo_gap_ev=9.738 max_force_ev_per_a=1.5 e_tot_ha=-306.36046 e_above_lowest_kj_mol=382.89
C -1.569 -0.070 0.110
C -0.555 -1.037 -0.166
O -0.063 -1.816 0.645
C 0.232 0.733 0.208
C 1.704 0.220 -0.128
O 2.502 0.996 -0.586
H -0.274 -0.953 -1.231
H -2.020 0.540 -0.671
H -2.303 -0.357 0.887
H 0.087 1.566 -0.467
H 0.274 0.994 1.261
H 1.985 -0.816 0.139

***

76
Properties=species:S:1:pos:R:3 method="wB97M-V/def2-TZVPD" total_charge=0 homo_lumo_gap_ev=7.558 max_force_ev_per_a=9.5 smiles="CP(O)OC(=O)N(N)CCCCS(=O)(=O)Cl.COCCOCCOC.COCCOCCOC" e_tot_ha=-2847.56360 e_above_lowest_kj_mol=621.52
C -0.274 -3.675 -2.038
P -1.340 -2.929 -0.609
O -1.876 -1.384 -1.208
O -0.205 -2.640 0.680
C -0.714 -3.078 1.988
O -1.998 -3.488 2.177
N 0.278 -3.111 3.148
N 0.942 -4.321 3.025
C 1.311 -2.010 3.050
C 0.674 -0.510 3.394
C 0.065 0.261 2.076
C 0.326 1.912 2.112
S 0.193 2.606 0.339
O 0.206 4.153 0.462
O 1.447 2.171 -0.507
Cl -1.597 2.043 -0.617
H 0.577 -4.310 -1.493
H 0.297 -2.766 -2.538
H -0.899 -4.313 -2.806
H -1.078 -0.941 -1.667
H 1.799 -4.372 3.630
H 1.284 -4.375 2.033
H 2.116 -2.215 3.907
H 1.924 -2.000 2.045
H 1.526 0.115 3.905
H -0.204 -0.619 4.196
H -1.119 0.147 2.067
H 0.453 -0.141 1.047
H -0.488 2.391 2.838
H 1.407 2.119 2.572
C -7.028 3.092 -3.435
O -7.224 1.916 -2.667
C -8.010 0.932 -3.338
C -7.442 -0.472 -3.115
O -6.201 -0.731 -3.785
C -5.044 -0.038 -3.292
C -4.606 -0.448 -1.885
O -5.499 0.081 -0.902
C -5.758 -0.814 0.162
H -7.941 3.697 -3.433
H -6.218 3.665 -2.978
H -6.735 2.853 -4.463
H -8.064 1.129 -4.412
H -9.021 0.984 -2.921
H -8.155 -1.190 -3.537
H -7.367 -0.717 -2.054
H -5.176 1.042 -3.381
H -4.236 -0.303 -3.984
H -3.611 -0.037 -1.676
H -4.552 -1.542 -1.826
H -5.954 -1.828 -0.201
H -6.653 -0.466 0.686
H -4.917 -0.818 0.860
C 8.348 1.924 2.497
O 7.711 1.148 1.494
C 7.174 -0.077 1.988
C 5.801 -0.363 1.375
O 4.749 0.502 1.826
C 4.808 1.869 1.393
C 4.608 2.072 -0.111
O 5.769 1.660 -0.835
C 5.469 0.999 -2.050
H 9.326 1.494 2.737
H 8.488 2.935 2.106
H 7.731 1.993 3.399
H 7.082 -0.061 3.077
H 7.869 -0.874 1.707
H 5.501 -1.370 1.686
H 5.840 -0.388 0.284
H 5.721 2.347 1.752
H 3.980 2.368 1.910
H 4.455 3.137 -0.320
H 3.719 1.519 -0.436
H 4.669 0.264 -1.922
H 6.367 0.465 -2.375
H 5.193 1.730 -2.814

***

63
Properties=species:S:1:pos:R:3 method="wB97M-V/def2-TZVPD" total_charge=-2 homo_lumo_gap_ev="3.980 / 2.592" multiplicity=6 max_force_ev_per_a=2.2 e_tot_ha=-4211.04575 e_above_lowest_kj_mol=89.80 s2=8.861
Ru -1.058 0.858 -1.661
C 2.578 -2.359 8.272
O 3.294 -2.667 7.116
C 2.534 -3.211 6.054
C 3.064 -3.104 4.781
C 2.409 -3.621 3.671
C 1.145 -4.292 3.804
C 0.634 -4.386 5.145
C 1.311 -3.859 6.229
N 0.442 -4.778 2.825
N 0.986 -4.711 1.553
C 0.654 -3.703 0.750
C 1.249 -3.748 -0.546
C 1.044 -2.802 -1.523
C 0.214 -1.702 -1.304
O -0.066 -0.803 -2.239
C -0.381 -1.588 -0.031
N -1.171 -0.485 0.117
C -1.880 -0.325 1.227
C -1.837 -1.246 2.255
C -1.011 -2.361 2.148
C -0.242 -2.564 0.997
H 3.217 -1.714 8.879
H 2.328 -3.257 8.856
H 1.646 -1.828 8.037
H 4.012 -2.588 4.664
H 2.847 -3.510 2.688
H -0.316 -4.890 5.287
H 0.879 -3.960 7.220
H 1.901 -4.591 -0.729
H 1.524 -2.885 -2.491
H -2.485 0.572 1.287
H -2.444 -1.085 3.135
H -0.960 -3.099 2.932
S -7.718 3.130 0.219
C -6.227 2.592 -0.254
S -5.985 1.185 -1.257
C -4.246 1.253 -1.327
C -3.651 2.322 -0.604
S -2.004 2.642 -0.483
S -4.737 3.376 0.228
S -3.451 0.092 -2.216
O 3.116 2.915 -1.155
S 2.034 2.167 -1.713
O 1.122 1.598 -0.715
O 2.343 1.324 -2.830
O 1.069 3.392 -2.410
N -0.632 1.949 -3.142
C 0.089 3.011 -3.239
N -0.097 3.916 -4.236
C -1.122 3.690 -5.236
C -0.469 3.335 -6.563
O 0.474 4.323 -6.960
C 1.490 4.477 -5.977
C 0.901 4.889 -4.635
H -1.724 4.598 -5.347
H -1.761 2.878 -4.894
H -1.210 3.282 -7.361
H 0.029 2.362 -6.472
H 2.175 5.237 -6.352
H 2.036 3.533 -5.856
H 0.419 5.866 -4.736
H 1.677 4.957 -3.878

***

12
Properties=species:S:1:pos:R:3 method="wB97M-V/def2-TZVPD" total_charge=+1 homo_lumo_gap_ev=8.402 max_force_ev_per_a=3.6 e_tot_ha=-608.59241 e_above_lowest_kj_mol=186.08
C -1.000 0.069 -0.015
C 0.988 0.112 -0.025
C -2.436 -0.372 0.259
C 2.441 0.183 -0.200
N 0.058 -0.827 -0.125
S -0.246 1.552 0.037
H -3.244 0.201 -0.328
H -2.552 -0.246 1.301
H -2.408 -1.490 0.005
H 2.650 1.199 -0.673
H 2.708 -0.618 -0.954
H 3.039 0.238 0.718

***

82
Properties=species:S:1:pos:R:3 method="wB97M-V/def2-TZVPD" total_charge=-2 homo_lumo_gap_ev="5.770 / 5.807" multiplicity=2 max_force_ev_per_a=0.5 e_tot_ha=-8224.95695 e_above_lowest_kj_mol=0.00 s2=0.788
V -0.736 -0.731 0.078
Cl -0.718 -3.206 0.370
C -0.499 -1.212 -1.872
C -0.395 0.104 -1.701
C -0.470 1.009 -2.739
Cl -0.554 2.726 -2.506
C -0.556 0.470 -4.021
Cl -0.631 1.516 -5.398
C -0.609 -0.927 -4.210
Cl -0.716 -1.560 -5.820
C -0.604 -1.787 -3.117
Cl -0.766 -3.505 -3.340
C 0.965 -2.653 3.294
O 1.316 -2.008 2.105
Si 2.439 -0.798 1.952
C 4.080 -1.657 2.406
C 2.278 0.401 3.409
C 2.229 -0.134 0.284
Si 3.068 -1.164 -0.982
C 2.787 -0.739 -2.810
C 2.665 -2.996 -0.835
C 4.972 -1.039 -0.905
Si 2.527 1.671 0.190
C 2.875 2.308 -1.563
C 4.147 2.222 1.043
C 1.158 2.735 0.929
H 1.831 -3.147 3.758
H 0.218 -3.413 3.054
H 0.530 -1.952 4.013
H 4.023 -2.035 3.432
H 4.918 -0.955 2.359
H 4.307 -2.497 1.748
H 2.117 -0.181 4.322
H 1.446 1.090 3.306
H 3.201 0.967 3.552
H 1.765 -0.458 -3.048
H 3.037 -1.624 -3.404
H 3.439 0.072 -3.136
H 1.610 -3.181 -1.043
H 2.853 -3.385 0.167
H 3.269 -3.566 -1.550
H 5.287 -0.002 -1.055
H 5.418 -1.640 -1.705
H 5.382 -1.373 0.046
H 3.861 1.982 -1.901
H 2.877 3.403 -1.538
H 2.145 1.990 -2.302
H 4.996 1.648 0.661
H 4.121 2.097 2.125
H 4.331 3.280 0.830
H 0.482 3.081 0.146
H 1.577 3.612 1.435
H 0.543 2.180 1.634
C -4.809 -1.783 1.285
C -3.410 -1.273 1.177
N -2.729 -1.308 0.070
O -3.240 -2.129 -0.945
C -2.721 -0.727 2.298
C -3.348 -0.242 3.560
N -1.424 -0.581 2.058
O -0.666 -0.052 2.893
H -5.019 -2.484 0.483
H -5.501 -0.941 1.207
H -4.962 -2.256 2.255
H -2.536 -2.813 -0.980
H -4.369 0.094 3.377
H -2.762 0.606 3.916
H -3.361 -1.004 4.346
Br -6.750 2.843 -3.937
C -5.456 2.543 -2.562
C -4.584 1.477 -2.672
C -3.645 1.273 -1.669
C -3.584 2.114 -0.565
C -4.486 3.170 -0.479
C -5.422 3.401 -1.476
C -2.572 1.936 0.573
O -2.799 2.566 1.605
O -1.539 1.235 0.332
H -4.628 0.814 -3.526
H -2.965 0.442 -1.754
H -4.434 3.806 0.395
H -6.115 4.230 -1.413

***

7
Properties=species:S:1:pos:R:3 method="wB97M-V/def2-TZVPD" total_charge=0 homo_lumo_gap_ev="8.469 / 7.736" multiplicity=3 max_force_ev_per_a=3.7 e_tot_ha=-659.13383 e_above_lowest_kj_mol=293.62 s2=2.009
N -0.669 0.418 -0.732
N 0.817 0.488 0.926
O 1.271 1.479 1.322
O 0.648 -0.602 1.369
S -0.730 -1.128 -0.597
H -1.564 0.905 -0.666
H 0.228 -1.560 -1.621